1.
Entry from the OMol25 dataset: C52H51BGaN8O3S as an isolated structure in a non-equilibrium geometry (ωB97M-V with the def2-TZVPD basis set).

Calculated values
- E_LUMO (spin up / spin down): -0.082 / -0.139 hartree
- Charge: +1

Each line ends with the Löwdin charge.
Element x y z (Å)
Ga: -0.59581 -0.11721 0.33392  0.366
C: 4.62100 0.54542 1.83330  -0.004
C: 3.50830 0.01349 0.99380  -0.240
C: 3.58147 -0.78915 -0.13263  0.062
C: 2.25640 -1.09418 -0.47710  -0.202
N: 1.44083 -0.49749 0.40265  0.094
N: 2.20789 0.16774 1.28997  0.060
B: 1.50732 1.10410 2.28790  -0.477
N: 0.85921 2.21325 1.42969  0.074
N: -0.07043 1.88264 0.51577  0.102
C: -0.34896 2.98802 -0.18412  -0.173
C: 0.40616 4.05026 0.31389  0.070
C: 1.17074 3.51508 1.33501  -0.228
C: 2.13887 4.20799 2.23155  0.001
C: -1.42149 3.11830 -1.20597  -0.331
C: -2.26774 1.90948 -1.52941  -0.369
C: -3.17439 2.06151 -2.67007  -0.038
C: -3.07342 3.10406 -3.57282  -0.054
C: -2.16052 4.12446 -3.43048  0.032
C: -1.42729 4.25846 -2.17129  -0.165
N: 0.39716 0.34123 3.03278  0.063
N: -0.61534 -0.32812 2.40371  0.104
C: -1.43127 -0.81379 3.36686  -0.171
C: -0.90053 -0.44920 4.61179  0.043
C: 0.24374 0.27155 4.36323  -0.247
C: 1.18343 0.86789 5.35593  -0.008
C: -2.66516 -1.61189 3.22069  -0.135
C: -3.14460 -2.08391 2.00026  -0.048
C: -4.31149 -2.82665 1.92459  -0.078
C: -5.01731 -3.13734 3.07446  -0.073
C: -4.54496 -2.69279 4.29980  -0.069
C: -3.38674 -1.93841 4.37279  -0.021
C: 1.85496 -2.09414 -1.46931  -0.111
C: 2.32621 -2.06956 -2.75693  -0.044
C: 2.20476 -3.17698 -3.60548  -0.057
C: 1.72550 -4.40659 -3.09548  -0.086
C: 1.25392 -4.48280 -1.82730  -0.021
C: 1.09038 -3.27337 -0.97800  -0.180
H: 5.55321 0.07903 1.52514  0.087
H: 4.44414 0.31908 2.88460  0.085
H: 4.72740 1.62726 1.73912  0.082
H: 4.46898 -1.13238 -0.63669  0.123
H: 2.28074 1.56913 3.05882  0.120
H: 0.40432 5.07126 -0.02676  0.125
H: 2.10793 5.27679 2.03546  0.088
H: 3.15784 3.85469 2.07090  0.084
H: 1.88275 4.03646 3.27673  0.086
H: -2.15804 -0.10385 -1.78398  0.139
H: -3.87948 1.26096 -2.85619  0.128
H: -3.69888 3.07642 -4.45703  0.121
H: -2.00634 4.86866 -4.19845  0.116
H: -0.58618 4.94241 -2.14594  0.150
H: -1.29345 -0.67109 5.58802  0.111
H: 0.82152 0.65974 6.35964  0.087
H: 1.26236 1.94835 5.23411  0.083
H: 2.18124 0.44119 5.25144  0.089
H: -2.59100 -1.89198 1.10154  0.076
H: -4.64922 -3.18908 0.96140  0.110
H: -5.91779 -3.73597 3.01648  0.107
H: -5.08208 -2.93762 5.20714  0.107
H: -3.05243 -1.60148 5.34488  0.101
H: 2.84628 -1.18872 -3.11170  0.103
H: 2.57126 -3.12274 -4.62179  0.099
H: 1.77286 -5.29356 -3.71460  0.107
H: 0.91467 -5.42361 -1.41022  0.124
H: 1.37019 -3.48824 0.05136  0.114
C: -8.75827 0.20077 -1.62884  -0.039
C: -7.38393 0.56918 -1.14750  -0.255
C: -6.54112 -0.37738 -0.57263  -0.013
C: -5.26515 -0.03568 -0.15154  -0.043
C: -4.83225 1.26759 -0.31358  -0.397
C: -5.66509 2.24574 -0.84951  -0.079
C: -6.93255 1.88613 -1.26692  -0.023
S: -3.21522 1.74921 0.22729  1.207
O: -2.22363 4.26894 -0.98391  0.047
O: -2.57541 0.49243 0.77236  -0.483
N: -1.50592 0.65266 -1.58154  0.049
C: -0.52184 0.70030 -2.65748  -0.285
C: -0.87925 0.39103 -3.96360  0.011
C: 0.08057 0.53281 -4.95195  -0.036
C: 1.34051 0.99196 -4.60531  -0.049
C: 1.59517 1.26331 -3.27142  -0.118
N: 0.68381 1.11184 -2.31515  0.160
H: -8.92712 -0.87248 -1.57246  0.079
H: -8.90090 0.51914 -2.66206  0.087
H: -9.51883 0.70266 -1.02813  0.091
H: -6.88434 -1.39594 -0.43798  0.118
H: -4.60874 -0.75971 0.31179  0.084
H: -5.31736 3.26942 -0.93496  0.122
H: -7.59157 2.63662 -1.68658  0.124
H: -1.87681 0.04562 -4.20015  0.121
H: -0.15856 0.30294 -5.98172  0.117
H: 2.11373 1.12096 -5.34999  0.113
H: 2.57100 1.60632 -2.94491  0.120
C: -3.19449 -7.30279 1.96447  -0.044
C: -2.46448 -6.22435 1.21331  -0.267
C: -2.74719 -5.94081 -0.11379  -0.012
C: -2.09671 -4.92090 -0.80059  -0.202
C: -2.46786 -4.69968 -2.24859  -0.038
C: -1.13515 -4.13359 -0.14331  -0.101
C: -0.49076 -2.99086 -0.91990  -0.269
O: -0.85026 -1.69956 -0.52704  -0.132
C: -0.80947 -4.44074 1.18810  -0.192
C: 0.26376 -3.74522 1.99320  -0.031
C: -1.47657 -5.47616 1.83308  -0.010
H: -4.03220 -7.68916 1.38563  0.075
H: -3.56816 -6.91375 2.91325  0.080
H: -2.52595 -8.13488 2.19309  0.085
H: -3.50413 -6.52073 -0.63205  0.114
H: -3.19798 -5.44209 -2.56776  0.077
H: -1.59783 -4.78922 -2.90139  0.077
H: -2.90525 -3.71022 -2.40281  0.082
H: -0.78927 -3.06906 -1.96628  0.124
H: 1.21156 -4.28397 1.91302  0.095
H: -0.01332 -3.74661 3.04790  0.086
H: 0.42174 -2.71631 1.68544  0.053
H: -1.22992 -5.68989 2.86884  0.125

---

2.
Entry from the OMol25 dataset: C52H51BrN4O2PRe as an isolated structure in a non-equilibrium geometry (ωB97M-V with the def2-TZVPD basis set).

Calculated values
- Multiplicity: 2
- E_LUMO (spin up / spin down): -0.149 / -0.135 hartree
- Energy above the lowest of the compared OMol25 structures with the same formula, charge and spin: 0.0 kJ/mol
- Expectation value of S²: 0.7631
- Charge: +1

Each line ends with the Mulliken spin population.
Element x y z (Å)
Re: 0.40644 -0.06680 -0.02714  0.799
O: 2.25042 0.34383 5.08388  0.000
C: 3.40011 0.53156 4.35695  -0.002
C: 4.63658 0.25554 4.93372  0.000
C: 5.80831 0.43051 4.22368  0.000
C: 5.75192 0.89586 2.91763  0.001
C: 4.52337 1.17322 2.35055  0.002
C: 3.33006 0.99746 3.04582  0.002
C: 2.06598 1.25237 2.23787  0.001
O: 1.91575 0.26120 1.28540  0.105
N: 0.86190 1.32237 3.03958  -0.003
N: -0.27732 1.13561 2.38275  0.000
C: -1.37020 1.12393 3.05009  -0.002
C: -2.66868 1.06457 2.43481  -0.003
Br: -2.61340 1.01529 0.52598  0.006
C: -3.80926 1.00493 3.13270  -0.001
C: -5.19081 0.94581 2.65164  0.000
C: -6.08116 0.08019 3.29314  0.000
C: -7.37497 -0.07378 2.82803  0.000
C: -7.81146 0.65777 1.73224  0.000
C: -6.95867 1.57378 1.13410  0.000
C: -5.65825 1.71924 1.58759  -0.001
H: 2.48068 0.07450 5.97809  0.000
H: 4.67051 -0.10232 5.95809  0.000
H: 6.75825 0.19909 4.68616  0.000
H: 6.66104 1.05236 2.35206  0.000
H: 4.46932 1.53483 1.33321  -0.002
H: 2.18186 2.22837 1.74220  0.011
H: 0.92189 1.05519 4.01359  -0.001
H: -1.35986 1.22480 4.13623  0.000
H: -3.68492 0.93707 4.21087  0.000
H: -5.73730 -0.50232 4.14045  0.000
H: -8.04656 -0.76154 3.32500  0.000
H: -8.81806 0.52589 1.35837  0.000
H: -7.31217 2.18374 0.31301  0.000
H: -5.01300 2.45672 1.13137  0.000
C: 5.46109 -0.20040 -2.67973  0.000
C: 5.14221 -0.92261 -1.39345  0.000
C: 6.17097 -1.68924 -0.84244  0.000
C: 5.98552 -2.46676 0.28398  0.000
C: 4.73254 -2.52373 0.87665  -0.005
C: 3.70492 -1.75550 0.36943  0.005
C: 3.89830 -0.92606 -0.74213  -0.005
P: 2.48976 0.11167 -1.25515  -0.034
C: 2.21582 -0.10132 -3.04324  0.009
C: 2.14868 1.02804 -3.86072  -0.001
C: 1.89439 0.90275 -5.21525  0.000
C: 1.69967 -0.35506 -5.76473  -0.001
C: 1.75457 -1.47826 -4.95532  0.000
C: 2.00644 -1.37789 -3.59158  0.000
C: 2.02848 -2.62069 -2.74622  -0.001
C: 2.87407 1.86932 -1.04704  0.044
C: 4.14141 2.42568 -1.20085  0.002
C: 4.31132 3.79416 -1.08045  -0.001
C: 3.22095 4.60460 -0.79295  -0.001
C: 1.96782 4.04389 -0.60555  -0.002
C: 1.77435 2.66892 -0.73279  -0.027
C: 0.41714 2.05330 -0.54011  0.022
H: 6.30954 0.47281 -2.54525  0.000
H: 4.62702 0.36572 -3.07726  0.000
H: 5.76177 -0.93600 -3.42823  0.000
H: 7.13908 -1.67129 -1.32999  0.000
H: 6.81354 -3.03081 0.69333  0.000
H: 4.55942 -3.15912 1.73562  0.000
H: 2.74029 -1.78433 0.84947  -0.007
H: 2.29621 2.01303 -3.43542  0.000
H: 1.84922 1.78380 -5.84166  0.000
H: 1.50259 -0.46406 -6.82321  0.000
H: 1.58347 -2.45904 -5.38292  0.000
H: 1.53223 -3.44149 -3.26303  0.000
H: 1.51421 -2.44453 -1.80053  -0.002
H: 3.05195 -2.93002 -2.52421  0.000
H: 5.00263 1.79961 -1.38662  0.001
H: 5.29554 4.22699 -1.20241  0.000
H: 3.35201 5.67457 -0.69623  0.000
H: 1.11903 4.67020 -0.35747  0.001
H: -0.17485 2.22829 -1.44402  -0.004
H: -0.09804 2.57347 0.27006  0.009
C: -3.52842 -2.92193 1.60307  0.000
C: -2.33276 -2.37657 2.39184  0.016
C: -1.17999 -3.33613 2.42470  -0.004
C: -1.12204 -4.31057 3.41143  0.000
C: -0.10812 -5.25407 3.41877  0.000
C: 0.85655 -5.22079 2.42977  -0.001
C: 0.82388 -4.26393 1.41913  -0.002
C: 1.85252 -4.35101 0.31863  0.006
C: 1.46463 -5.40055 -0.73448  0.000
C: -0.19842 -3.31091 1.42698  -0.006
N: -0.28807 -2.35235 0.35585  0.068
C: -0.94196 -2.74016 -0.68750  -0.044
C: -1.12109 -1.87146 -1.79166  0.017
C: -1.64787 -2.07361 -3.05360  -0.005
C: -1.50819 -0.85648 -3.75132  -0.008
C: -0.90709 0.03505 -2.89070  0.009
N: -0.66919 -0.56088 -1.68699  0.049
H: -4.37450 -2.23694 1.65865  0.000
H: -3.84039 -3.88774 2.00283  0.000
H: -3.27359 -3.04982 0.55022  0.000
H: -2.64802 -2.15349 3.41289  0.000
H: -1.99799 -1.45062 1.93342  -0.006
H: -1.89209 -4.34070 4.17356  0.000
H: -0.08152 -6.02162 4.18129  0.000
H: 1.64570 -5.96388 2.41477  0.000
H: 2.81484 -4.62790 0.75290  0.000
H: 1.98212 -3.38699 -0.16732  -0.006
H: 1.14227 -6.32504 -0.25580  0.000
H: 2.31126 -5.62893 -1.38316  0.000
H: 0.64648 -5.03967 -1.36091  0.000
H: -1.37326 -3.73895 -0.73345  -0.002
H: -2.08503 -2.98928 -3.42023  0.001
H: -1.80333 -0.65055 -4.76674  0.001
H: -0.65916 1.06564 -3.08356  0.003

---

no.,energy (a.u.)
1,-5023.6273
2,-5375.0537